Entry from the Open Molecules 2025 dataset: C12H27As3PdS3 as an isolated structure at a distorted geometry (wB97M-V/def2-TZVPD).

Each line ends with the Löwdin charge.
Element x y z (Å)
Pd 1.43698 -11.75798 -2.60382  -0.218
C -1.09141 -13.27147 0.30407  -0.342
As 0.57903 -12.62017 -0.43787  1.065
C 1.03155 -11.64567 1.14825  -0.355
C 1.46822 -14.32553 0.24188  -0.323
C 2.53014 -14.98219 -0.76359  -0.704
C 1.83935 -15.34991 -2.09403  -0.132
C 3.69027 -14.01798 -0.91535  -0.354
As 3.55682 -12.59912 -2.37574  1.010
C 4.98284 -13.21380 -3.65520  -0.320
C 4.61188 -11.03395 -1.81808  -0.328
C 3.00187 -16.29939 -0.09181  -0.388
As 4.63795 -17.19863 -0.81002  1.113
C 5.87715 -16.82129 0.71242  -0.364
C 4.45412 -19.16855 -0.31538  -0.361
H -1.54431 -14.00484 -0.41137  0.031
H -1.68044 -12.43827 0.72875  0.021
H -0.77003 -13.95245 1.08412  -0.019
H 1.27936 -12.30621 2.03251  0.025
H 0.21964 -10.90969 1.32901  0.005
H 1.92865 -11.07021 0.94866  -0.002
H 0.73905 -15.11726 0.30568  0.040
H 1.95364 -14.17578 1.25897  0.075
H 1.26761 -14.47747 -2.53679  0.025
H 1.19727 -16.22287 -1.93073  0.065
H 2.52407 -15.59874 -2.93337  0.070
H 4.59883 -14.60806 -1.22664  0.018
H 3.89766 -13.53847 0.01872  0.055
H 5.17711 -14.22960 -3.58243  -0.040
H 5.89502 -12.61196 -3.56278  0.000
H 4.46400 -12.96108 -4.57947  -0.004
H 5.36103 -11.31415 -1.03842  0.024
H 3.87348 -10.27417 -1.55984  -0.053
H 5.16756 -10.77274 -2.68062  -0.021
H 2.15218 -16.96079 -0.03632  0.053
H 3.14768 -16.03420 0.98999  0.075
H 6.15185 -15.75854 0.67173  0.008
H 6.77333 -17.42265 0.70411  -0.007
H 5.38086 -16.97027 1.68635  0.018
H 3.89704 -19.69506 -1.03399  -0.037
H 3.92242 -19.36595 0.63702  0.014
H 5.54536 -19.49887 -0.25253  0.021
S -1.43123 -9.25901 -0.68899  0.206
C -0.34680 -9.49773 -1.94071  -2.017
S 1.36532 -9.13973 -1.80940  0.179
S -0.79216 -10.21120 -3.40662  0.174

Summary:
* lowest unoccupied orbital energy: 4.18 eV
* total charge: -2
* HOMO level: 0.635 eV

***

Entry from the Open Molecules 2025 dataset: a 5-piece molecular cluster, C12H27BCl9N2O4PS overall at a distorted geometry (wB97M-V/def2-TZVPD).

Each line ends with the Löwdin charge.
Element x y z (Å)
C 5.96131 -0.32789 1.03022  -0.112
O 4.79198 -0.40595 0.14104  -0.080
B 3.51442 -0.30987 0.93188  -0.332
O 3.30471 -1.05972 2.20507  0.033
C 2.27448 0.70229 0.43020  -0.439
C 2.67453 1.17882 -1.08637  -0.037
N 2.35951 1.91758 1.34676  0.062
O 1.01781 -0.05472 0.53762  -0.168
C -0.16521 0.78493 0.29498  -0.165
C -1.60485 -0.06384 0.37239  -0.453
C -1.54586 -1.30923 1.46390  -0.054
C -2.71429 1.06621 0.91116  -0.121
C -4.24136 0.48106 1.01626  -0.553
O -4.64116 -0.76551 0.75226  -0.081
Cl -5.54599 1.70589 1.62644  0.517
N -2.10337 -0.51594 -0.98362  -0.295
P -0.78602 -1.01168 -2.07932  0.299
S 0.12468 -2.63300 -1.45112  0.118
H 6.20052 0.76423 1.42454  0.110
H 6.91192 -0.63154 0.37629  0.112
H 5.94157 -1.11136 1.92216  0.110
H 2.97386 -0.40880 2.92020  0.133
H 1.81168 1.68033 -1.69724  0.067
H 3.11996 0.31263 -1.74364  0.106
H 3.53273 2.00374 -0.99707  0.114
H 1.76751 1.63679 2.18582  0.096
H 3.34229 2.05760 1.70822  0.096
H -0.10802 1.43265 -0.69467  0.106
H -0.25269 1.58287 1.17842  0.136
H -2.49301 -1.36136 2.16808  0.082
H -1.48788 -2.37935 0.93854  0.074
H -0.61111 -1.26334 2.18085  0.097
H -2.37510 1.31370 2.02866  0.145
H -2.65492 2.06735 0.29159  0.126
H -2.68734 -1.39730 -0.85952  0.097
H -1.42983 -1.39518 -3.34256  -0.013
H 0.12225 0.07257 -2.41629  -0.028
C -6.35219 -1.67381 3.80532  -1.043
Cl -5.11648 -1.83327 5.05934  0.491
Cl -7.50465 -3.01242 3.87402  0.502
H -6.88951 -0.73378 3.95282  0.025
H -5.86713 -1.67182 2.82618  0.000
C 3.46483 -4.07297 3.96879  -1.034
Cl 1.74062 -4.32199 4.26891  0.499
Cl 4.25352 -3.33299 5.36705  0.490
H 3.93373 -5.03889 3.76568  0.029
H 3.58406 -3.41582 3.10396  0.004
C -3.03215 1.83913 -4.35676  -0.979
Cl -2.24914 1.59659 -2.79054  0.562
Cl -2.09780 1.09121 -5.65766  0.508
H -4.02788 1.38975 -4.33010  0.035
H -3.11628 2.91129 -4.55013  0.031
C 0.88575 3.13931 -6.75708  -1.050
Cl 1.26254 2.41798 -5.18778  0.474
Cl 1.98522 4.47392 -7.12416  0.505
H 0.98241 2.37521 -7.53227  0.032
H -0.13916 3.51771 -6.73774  0.016

Summary:
* lowest unoccupied orbital energy: -0.41 eV
* total charge: 0
* HOMO level: -8.367 eV
* SMILES: COB(O)[C@](C)(N)OC[C@@](C)(CC(=O)Cl)N[PH2]=S.ClCCl.ClCCl.ClCCl.ClCCl
* energy relative to the best compared isomer or geometry (same formula, charge and spin): 6.055 eV

***

Entry from the Open Molecules 2025 dataset: a 2-piece molecular cluster, C12H27BClFO6P overall at a distorted geometry (wB97M-V/def2-TZVPD).

Each line ends with the Löwdin charge.
Element x y z (Å)
C 3.03570 0.85416 -0.94187  -0.119
C 2.70192 0.50423 -2.52213  -0.299
O 1.56075 1.24678 -3.08025  -0.289
P 0.05034 0.40599 -2.86458  0.804
O -1.00094 1.12796 -3.85157  -0.435
C 0.10494 -1.44107 -3.48231  -0.221
C -0.34607 -2.50524 -2.27307  -0.247
B 0.73853 -2.58599 -1.04097  -1.013
Cl -0.25618 -2.40763 0.55591  0.429
C 1.67262 -3.93646 -1.01221  -0.281
F 1.27404 -5.00464 -1.95597  -0.134
C 3.23625 -3.44595 -1.15421  -0.212
C 3.63284 -3.27712 -2.75018  -0.136
O -0.64058 0.56011 -1.25876  -0.314
C -0.75911 1.97244 -0.85224  -0.284
C -1.27338 2.16143 0.71331  -0.105
H 2.15946 0.51242 -0.20728  0.089
H 4.02370 0.24164 -0.67022  0.081
H 3.32615 1.99740 -0.77218  0.081
H 3.66176 0.85841 -3.13692  0.130
H 2.65154 -0.65747 -2.65340  0.071
H 1.18260 -1.68760 -3.91062  0.077
H -0.63593 -1.54411 -4.41241  0.105
H -0.68201 -3.53930 -2.71198  0.098
H -1.33372 -2.01778 -1.81180  0.080
H 1.42749 -1.60948 -1.11261  0.025
H 1.57257 -4.38740 0.08857  0.119
H 3.94433 -4.26996 -0.66266  0.101
H 3.42069 -2.42155 -0.57050  0.107
H 4.36526 -4.16318 -3.00167  0.071
H 4.19657 -2.25200 -2.96923  0.065
H 2.67528 -3.27899 -3.44698  0.077
H 0.33362 2.44011 -0.96023  0.116
H -1.47903 2.54439 -1.59759  0.121
H -2.04379 1.33711 1.05394  0.086
H -0.34669 2.07197 1.43919  0.076
H -1.74818 3.23414 0.90115  0.080
C -1.92095 3.76911 5.98091  -0.054
O -3.23568 3.22251 6.06385  -0.014
C -3.69613 2.69658 4.90072  -0.558
O -3.09131 2.66131 3.84058  0.108
O -4.94611 2.21675 5.12160  -0.014
C -5.56000 1.62934 3.97607  -0.051
H -1.65503 4.16089 6.96652  0.091
H -1.19668 2.99350 5.71181  0.101
H -1.89076 4.59479 5.26263  0.098
H -4.98114 0.76807 3.62687  0.102
H -5.67521 2.36943 3.17761  0.099
H -6.55432 1.27996 4.26738  0.092

Summary:
* lowest unoccupied orbital energy: 2.31 eV
* total charge: -1
* HOMO level: -5.512 eV

***

Entry from the Open Molecules 2025 dataset: C12H27Cl2FeO2P2 as an isolated structure at a distorted geometry (wB97M-V/def2-TZVPD).

Each line ends with the Mulliken spin population.
Element x y z (Å)
C -2.37763 2.07234 -0.79911  0.209
C -0.92445 1.73022 -0.85217  0.122
H -2.49900 3.12431 -1.08697  0.000
H -2.76797 1.91621 0.21554  -0.002
H -2.94682 1.42190 -1.47814  -0.004
O -0.03081 2.53456 -1.02953  0.480
Cl -2.37334 -1.03142 -0.18262  0.371
Fe -0.37868 -0.39831 -0.73607  3.604
P -0.67151 -0.50591 -3.01665  -0.089
C 0.66128 -0.01366 -4.15652  0.001
C -0.98590 -2.21605 -3.57396  0.014
H -3.01774 0.02416 -3.24573  -0.002
H -2.15696 0.05955 -4.80847  -0.002
H -2.01526 1.42761 -3.67522  0.002
C -2.10389 0.34265 -3.75207  0.004
H -1.58927 -2.72917 -2.82438  -0.001
H -1.51803 -2.20900 -4.52782  -0.003
H 0.32599 -0.17223 -5.18785  -0.003
H 1.55889 -0.60948 -3.96766  -0.002
H -0.04832 -2.76231 -3.68002  0.000
H 0.90995 1.04222 -4.01786  0.001
C 1.31752 0.30940 -1.19229  0.005
O 2.40489 0.64025 -1.42174  -0.007
Cl 0.79286 -2.29929 -1.06802  0.344
C -1.29839 -1.25840 3.38583  -0.003
C -0.46871 -0.01409 3.12422  0.022
P 0.40689 0.05090 1.49474  -0.077
C 1.21718 1.69766 1.72833  -0.003
C 2.01810 2.00872 2.98603  -0.003
C 1.60145 -1.33361 1.76872  0.015
C 2.38899 -1.49555 3.05661  -0.004
H -2.08703 -1.37333 2.63946  0.003
H -1.76376 -1.16763 4.37314  0.001
H -0.68194 -2.16414 3.38805  -0.001
H -1.08738 0.88903 3.18019  -0.001
H 0.32141 0.08350 3.88203  0.001
H 1.80445 1.87582 0.82165  0.000
H 0.35769 2.38574 1.68230  0.003
H 2.91390 1.38876 3.08883  0.000
H 2.34496 3.05481 2.90918  -0.001
H 1.40113 1.92066 3.88900  0.001
H 0.96094 -2.21969 1.63405  -0.004
H 2.27627 -1.32089 0.90778  0.006
H 1.73696 -1.59761 3.93272  0.000
H 2.96955 -2.42614 2.97087  0.001
H 3.10155 -0.68305 3.22161  0.000

Summary:
* lowest unoccupied orbital energy (spin up / spin down): -9.84 / -10.44 eV
* total charge: +2
* HOMO level (spin up / spin down): -16.131 / -17.282 eV
* spin multiplicity: 6
* energy relative to the best compared isomer or geometry (same formula, charge and spin): 0.585 eV

***

Entry from the Open Molecules 2025 dataset: C12H27Cl2LuN2OP2 as an isolated structure at a distorted geometry (wB97M-V/def2-TZVPD).

Each line ends with the Löwdin charge.
Element x y z (Å)
C 1.28327 0.03912 -2.18611  -0.043
C 1.23266 0.42005 -0.75474  -0.322
H 2.33971 0.01994 -2.49976  0.144
H 0.74101 0.73799 -2.84465  0.078
H 0.85921 -0.97244 -2.38395  0.061
O 2.12078 0.44770 0.06563  0.227
Cl -3.05522 -1.26131 -1.25075  -0.096
Lu -1.20653 -0.06122 -0.26530  0.836
P -0.31528 2.66200 -1.15817  0.843
C 1.12422 3.50038 -0.38578  -0.232
C -0.07473 3.19291 -2.90883  -0.229
H -0.34757 4.25356 -3.02623  0.078
H -1.30382 4.89950 -1.06628  0.075
H -0.73116 2.59494 -3.55533  0.063
H -2.55583 3.61088 -1.19836  0.060
H 2.05311 2.98410 -0.65567  0.052
H 0.96469 3.05381 -3.22943  0.063
C -1.61424 3.90333 -0.71508  -0.261
H 1.17689 4.54966 -0.71001  0.084
H -1.78385 3.90934 0.36896  0.030
H 1.02644 3.46783 0.70595  0.036
P 0.10353 -2.81470 -0.65246  0.734
C 1.45309 -3.40929 0.43084  -0.262
C -1.18158 -4.08220 -0.25300  -0.270
H 0.01620 -3.11989 -3.05178  0.052
H 0.55927 -4.62716 -2.25405  0.068
H 1.70212 -3.25516 -2.46672  0.052
C 0.65905 -3.53017 -2.26071  -0.260
H -2.09048 -3.81908 -0.81003  0.008
H -0.82014 -5.08037 -0.54441  0.065
H 1.43935 -4.50798 0.48647  0.070
H 1.33490 -2.99889 1.43755  0.027
H -1.41701 -4.07298 0.81908  0.039
H 2.41701 -3.06880 0.03708  0.049
Cl -2.83493 1.32557 0.92673  0.002
C 0.10540 1.88413 2.64520  -0.018
C -0.21054 0.45268 2.85662  -0.394
N -0.55153 -0.47766 1.94631  -0.103
C -0.73858 -1.67703 2.64753  -0.116
C -0.55495 -1.44373 3.98048  -0.018
N -0.21805 -0.09888 4.08265  0.134
H 0.09154 2.41097 3.61309  0.111
H 1.09898 1.97791 2.18231  0.075
H -0.66346 2.32782 1.99138  0.018
H -0.94964 -2.58706 2.10103  0.075
H -0.62712 -2.09983 4.83035  0.132
H -0.05618 0.43972 4.93234  0.185

Summary:
* lowest unoccupied orbital energy (spin up / spin down): -10.79 / -10.88 eV
* total charge: +2
* HOMO level (spin up / spin down): -15.218 / -15.217 eV

***

Repeat the fifth record exactly.
Entry from the Open Molecules 2025 dataset: C12H27Cl2LuN2OP2 as an isolated structure at a distorted geometry (wB97M-V/def2-TZVPD).

Each line ends with the Löwdin charge.
Element x y z (Å)
C 1.28327 0.03912 -2.18611  -0.043
C 1.23266 0.42005 -0.75474  -0.322
H 2.33971 0.01994 -2.49976  0.144
H 0.74101 0.73799 -2.84465  0.078
H 0.85921 -0.97244 -2.38395  0.061
O 2.12078 0.44770 0.06563  0.227
Cl -3.05522 -1.26131 -1.25075  -0.096
Lu -1.20653 -0.06122 -0.26530  0.836
P -0.31528 2.66200 -1.15817  0.843
C 1.12422 3.50038 -0.38578  -0.232
C -0.07473 3.19291 -2.90883  -0.229
H -0.34757 4.25356 -3.02623  0.078
H -1.30382 4.89950 -1.06628  0.075
H -0.73116 2.59494 -3.55533  0.063
H -2.55583 3.61088 -1.19836  0.060
H 2.05311 2.98410 -0.65567  0.052
H 0.96469 3.05381 -3.22943  0.063
C -1.61424 3.90333 -0.71508  -0.261
H 1.17689 4.54966 -0.71001  0.084
H -1.78385 3.90934 0.36896  0.030
H 1.02644 3.46783 0.70595  0.036
P 0.10353 -2.81470 -0.65246  0.734
C 1.45309 -3.40929 0.43084  -0.262
C -1.18158 -4.08220 -0.25300  -0.270
H 0.01620 -3.11989 -3.05178  0.052
H 0.55927 -4.62716 -2.25405  0.068
H 1.70212 -3.25516 -2.46672  0.052
C 0.65905 -3.53017 -2.26071  -0.260
H -2.09048 -3.81908 -0.81003  0.008
H -0.82014 -5.08037 -0.54441  0.065
H 1.43935 -4.50798 0.48647  0.070
H 1.33490 -2.99889 1.43755  0.027
H -1.41701 -4.07298 0.81908  0.039
H 2.41701 -3.06880 0.03708  0.049
Cl -2.83493 1.32557 0.92673  0.002
C 0.10540 1.88413 2.64520  -0.018
C -0.21054 0.45268 2.85662  -0.394
N -0.55153 -0.47766 1.94631  -0.103
C -0.73858 -1.67703 2.64753  -0.116
C -0.55495 -1.44373 3.98048  -0.018
N -0.21805 -0.09888 4.08265  0.134
H 0.09154 2.41097 3.61309  0.111
H 1.09898 1.97791 2.18231  0.075
H -0.66346 2.32782 1.99138  0.018
H -0.94964 -2.58706 2.10103  0.075
H -0.62712 -2.09983 4.83035  0.132
H -0.05618 0.43972 4.93234  0.185

Summary:
* lowest unoccupied orbital energy (spin up / spin down): -10.79 / -10.88 eV
* total charge: +2
* HOMO level (spin up / spin down): -15.218 / -15.217 eV